C52H91BClCuF4N13O4 as an isolated structure, computed with wB97M-V/def2-TZVPD.

```
167
Properties=species:S:1:pos:R:3
Cu -0.29 -0.75 -2.82
Cl 0.49 -0.20 1.57
F -0.10 0.70 -4.55
F 0.22 1.93 -6.39
F 0.11 2.94 -4.30
F 1.95 1.71 -4.92
O 1.47 -1.15 1.16
O 0.30 0.84 0.63
O -0.78 -0.87 1.64
O 0.88 0.33 2.89
N -6.35 -4.18 1.77
N -1.28 -3.58 3.56
N 2.67 7.44 -5.42
N 1.42 0.21 -2.06
N -1.61 -1.23 -1.43
N -0.03 -2.37 -4.15
N 1.70 -6.41 -0.34
N 3.28 -1.72 6.16
N -0.67 2.03 5.96
N -3.36 2.55 1.42
N 5.19 -2.28 -2.10
N -5.56 2.06 -3.99
N 1.78 4.90 0.07
C 4.34 -2.39 1.49
C -4.48 -3.20 3.28
C 3.66 -3.45 0.67
C 4.24 -2.52 -1.48
C 0.74 5.84 -3.18
C -1.17 1.78 4.99
C 1.18 -3.28 4.28
C -5.50 -3.70 2.35
C 1.97 4.74 3.89
C 3.77 0.38 4.72
C 2.17 0.65 -1.36
C -0.19 -3.35 3.83
C -4.95 -1.06 -0.17
C 2.84 -1.31 -5.87
C -3.77 -0.38 -6.71
C -2.44 -1.51 -0.69
C 5.53 1.65 3.51
C 3.57 -2.55 -5.44
C 0.79 -5.74 -0.26
C -3.59 0.44 5.31
C 0.60 -2.02 -5.02
C -2.03 2.85 -0.75
C 0.20 7.11 -2.54
C -2.81 2.78 0.43
C -3.20 0.99 -4.52
C 2.21 5.81 -3.51
C -2.66 5.28 -1.29
C -1.96 1.50 3.76
C 4.05 2.24 -1.57
C 1.37 -1.58 -6.19
C 0.60 3.67 2.06
C -0.50 -5.39 -2.80
C 1.27 4.37 0.96
C -3.56 -1.60 0.31
C 5.26 0.54 4.52
C -0.35 -4.80 -0.30
C 2.54 6.66 -4.60
C 1.46 -4.49 5.13
C -2.61 3.86 -1.83
C -1.27 -5.19 -1.45
C 3.39 -0.76 5.51
C -6.07 -2.33 5.10
C 4.41 1.46 -2.81
C 1.55 3.44 3.21
C 3.19 1.33 -0.61
C -3.47 -0.42 -5.17
C -4.91 0.19 -1.10
C 3.15 -2.93 -0.69
C -4.77 -3.03 4.78
C -2.80 0.26 4.03
C 1.40 -5.77 4.32
C -4.52 1.64 -4.28
B 0.55 1.91 -5.08
H 3.37 -3.41 -6.02
H 2.81 6.13 -2.63
H 1.88 -3.06 3.43
H 5.16 1.39 2.49
H 3.32 -0.82 -6.80
H 0.58 5.02 -2.47
H 1.14 2.78 3.98
H 1.22 -2.39 4.92
H -2.07 -4.43 -1.49
H -4.15 -2.25 2.88
H -2.95 0.75 6.21
H 2.77 -3.78 1.20
H 0.87 -0.77 -6.65
H 5.73 0.79 5.48
H -0.18 4.37 2.32
H 4.36 -2.68 2.54
H -5.94 0.43 -1.46
H -2.05 1.81 -1.05
H -5.45 -0.91 0.78
H -0.95 -4.77 0.61
H 3.58 3.13 -1.86
H -3.69 -3.94 3.15
H -5.91 -1.94 6.11
H 3.33 -2.85 -4.44
H 5.25 1.91 -3.39
H 2.59 1.83 0.15
H 0.88 -4.51 6.05
H -4.30 -0.88 -4.62
H -3.50 5.44 -0.64
H 3.53 1.34 -3.38
H 2.54 -3.69 -1.25
H 3.37 0.23 3.73
H -4.25 0.03 -1.99
H 0.12 5.62 -4.08
H -1.27 1.28 2.94
H -3.73 -2.67 0.61
H 1.24 -2.34 -7.00
H 4.73 0.46 -2.50
H 0.41 -6.01 3.88
H -3.92 -2.48 5.18
H 2.08 -5.61 3.52
H 2.46 -4.35 5.56
H 3.79 -1.44 1.50
H 5.64 -0.48 4.27
H -3.95 -1.43 -7.08
H -4.70 0.17 -6.88
H 1.15 5.14 4.48
H -1.77 5.63 -0.81
H 0.60 7.22 -1.53
H -1.74 -6.13 -1.15
H 2.38 2.82 2.82
H -6.37 -1.54 4.43
H -1.95 3.72 -2.67
H 3.83 0.60 -0.17
H -0.89 7.01 -2.46
H -3.49 0.11 3.15
H 4.97 2.51 3.89
H 2.91 -0.57 -5.10
H -4.59 1.06 -0.60
H 0.19 2.74 1.62
H -2.05 -0.54 3.99
H -1.24 -5.24 -3.62
H -5.50 -1.89 -0.66
H 0.25 -4.59 -2.87
H -2.53 1.64 -5.05
H -0.04 -6.37 -3.01
H 2.50 4.73 -3.74
H -3.58 3.53 -2.11
H 0.08 -3.81 -0.37
H -3.17 -1.10 1.16
H -1.05 3.15 -0.53
H -4.32 1.25 5.16
H 1.75 -6.62 4.87
H 4.89 2.47 -0.99
H 4.68 -2.49 -5.36
H -4.84 -4.02 5.23
H 5.35 -2.19 1.12
H -2.76 5.97 -2.13
H 3.31 1.27 5.18
H 2.53 -2.09 -0.52
H -6.91 -3.05 5.10
H 4.34 -4.35 0.58
H -2.71 0.79 -3.56
H -2.97 -0.01 -7.33
H 0.50 7.94 -3.13
H 2.81 4.61 4.55
H -2.59 -1.02 -5.01
H -2.57 2.32 3.44
H 6.59 1.87 3.57
H 2.45 5.49 3.16
H -4.03 -0.51 5.70
```

As for the charge: -1. For the HOMO energy, the calculation gives -7.3051 eV. The value obtained for the gap between HOMO and LUMO is 0.347 Ha. The calculation puts the electronic energy at -5573.7838 hartree.